No. 1
Computed, not measured: C4H7NO in the gas phase, with the ωB97M-V functional and the def2-TZVPD basis.

Geometry as XYZ:
```
13
Properties=species:S:1:pos:R:3
C 0.361 1.053 -1.295
C 0.634 -0.407 -1.038
C -0.848 -0.450 0.733
N -0.441 -1.043 -0.553
C 0.469 -0.238 1.506
O 1.001 -1.143 2.099
H 0.825 1.109 -2.282
H -0.700 1.331 -1.388
H 0.891 1.789 -0.680
H -1.410 -1.199 1.286
H -1.421 0.467 0.582
H -0.289 -2.041 -0.440
H 0.928 0.772 1.471
```

LUMO level (Eh): 0.0148
Relative energy (zero: lowest compared OMol25 entry of this formula, charge and spin) (kcal/mol): 100.1
E (eV): -7795.30380
HOMO energy (eV): -8.14

For each atom in turn, the natural (NBO) charge in e is: number 1, C, carries -0.783; number 2, C, carries 0.170; number 3, C, carries -0.345; number 4, N, carries -0.591; number 5, C, carries 0.405; number 6, O, carries -0.505; number 7, H, carries 0.259; number 8, H, carries 0.195; number 9, H, carries 0.240; number 10, H, carries 0.231; number 11, H, carries 0.216; number 12, H, carries 0.383; number 13, H, carries 0.126

No. 2
Computed, not measured: a molecular structure, C29H48NO8P2Pt, with the ωB97M-V functional and the def2-TZVPD basis.

Geometry as XYZ:
```
89
Properties=species:S:1:pos:R:3
Pt 0.051 -1.247 0.638
C 3.452 3.602 -0.068
C 3.251 2.107 -0.066
C 2.868 1.561 1.288
O 2.155 1.856 -1.038
P 1.885 0.469 -1.691
O 1.690 -0.690 -0.760
C 0.447 0.815 -2.728
P -1.142 0.416 -1.992
O -1.176 -1.015 -1.573
O -1.378 1.365 -0.774
C -1.770 2.794 -0.893
C -3.038 2.957 -0.091
C -0.622 3.636 -0.398
O -2.130 0.820 -3.138
C -3.542 0.392 -3.166
C -3.640 -0.964 -3.826
C -4.286 1.478 -3.902
O 3.078 0.069 -2.618
C 3.713 0.717 -3.775
C 3.737 2.225 -3.668
C 3.063 0.210 -5.043
H 4.271 3.858 0.605
H 2.547 4.101 0.285
H 3.693 3.981 -1.061
H 4.137 1.600 -0.453
H 1.900 1.953 1.602
H 3.624 1.869 2.013
H 2.813 0.474 1.291
H 0.525 0.162 -3.601
H 0.449 1.856 -3.057
H -1.965 2.996 -1.948
H -2.837 2.767 0.964
H -3.821 2.281 -0.438
H -3.402 3.981 -0.199
H -0.460 3.457 0.664
H -0.869 4.688 -0.553
H 0.297 3.414 -0.942
H -3.888 0.339 -2.131
H -3.230 -0.918 -4.837
H -4.690 -1.251 -3.894
H -3.107 -1.726 -3.260
H -3.917 1.559 -4.927
H -4.164 2.444 -3.410
H -5.350 1.239 -3.935
H 4.731 0.340 -3.720
H 2.735 2.656 -3.716
H 4.311 2.618 -4.508
H 4.214 2.555 -2.747
H 2.065 0.632 -5.181
H 2.994 -0.878 -5.038
H 3.666 0.511 -5.900
C -3.132 -2.376 7.080
C -2.526 -1.589 5.944
C -1.697 -0.500 6.184
C -1.138 0.251 5.155
C -0.255 1.436 5.462
C -1.413 -0.121 3.839
C -2.238 -1.215 3.573
C -2.562 -1.586 2.157
C -2.787 -1.935 4.623
C -0.859 0.685 2.708
O -1.237 1.802 2.458
O 0.163 0.119 2.032
H -2.888 -1.932 8.044
H -2.769 -3.406 7.083
H -4.219 -2.414 6.991
H -1.480 -0.219 7.210
H -0.112 1.540 6.536
H -0.694 2.358 5.079
H 0.728 1.329 4.998
H -3.064 -0.785 1.613
H -3.148 -2.501 2.081
H -1.614 -1.783 1.592
H -3.436 -2.780 4.410
N 0.094 -3.075 -0.338
C 1.320 -3.853 -0.363
C 2.293 -3.601 -1.313
C 3.449 -4.367 -1.310
C 3.629 -5.370 -0.366
C 2.644 -5.610 0.581
C 1.484 -4.850 0.583
H -0.655 -3.630 0.065
H -0.215 -2.779 -1.266
H 2.157 -2.808 -2.036
H 4.214 -4.176 -2.051
H 4.534 -5.965 -0.371
H 2.774 -6.392 1.318
H 0.713 -5.029 1.327
```

LUMO level (spin up / spin down) (Eh): -0.1437 / -0.1389
E (eV): -70546.35871
Net charge: +1
HOMO energy (spin up / spin down) (eV): -10.71 / -10.71

For each atom in turn, the Mulliken charge in e is: number 1, Pt, carries 2.473; number 2, C, carries -1.485; number 3, C, carries 0.647; number 4, C, carries -1.251; number 5, O, carries 0.202; number 6, P, carries -0.164; number 7, O, carries -1.061; number 8, C, carries -0.545; number 9, P, carries -0.403; number 10, O, carries -1.086; number 11, O, carries 0.436; number 12, C, carries 0.599; number 13, C, carries -1.435; number 14, C, carries -0.844; number 15, O, carries -0.081; number 16, C, carries 0.894; number 17, C, carries -1.426; number 18, C, carries -1.492; number 19, O, carries -0.396; number 20, C, carries 0.431; number 21, C, carries -1.089; number 22, C, carries -1.402; number 23, H, carries 0.472; number 24, H, carries 0.300; number 25, H, carries 0.345; number 26, H, carries 0.383; number 27, H, carries 0.057; number 28, H, carries 0.528; number 29, H, carries 0.219; number 30, H, carries 0.504; number 31, H, carries 0.520; number 32, H, carries 0.488; number 33, H, carries 0.168; number 34, H, carries 0.299; number 35, H, carries 0.441; number 36, H, carries 0.113; number 37, H, carries 0.483; number 38, H, carries -0.042; number 39, H, carries 0.167; number 40, H, carries 0.323; number 41, H, carries 0.465; number 42, H, carries 0.233; number 43, H, carries 0.334; number 44, H, carries 0.352; number 45, H, carries 0.417; number 46, H, carries 0.352; number 47, H, carries 0.211; number 48, H, carries 0.503; number 49, H, carries 0.178; number 50, H, carries 0.262; number 51, H, carries 0.353; number 52, H, carries 0.457; number 53, C, carries -1.469; number 54, C, carries 0.581; number 55, C, carries -0.966; number 56, C, carries 0.928; number 57, C, carries -1.469; number 58, C, carries 1.253; number 59, C, carries 1.067; number 60, C, carries -0.352; number 61, C, carries -1.191; number 62, C, carries -0.590; number 63, O, carries -0.658; number 64, O, carries -0.464; number 65, H, carries 0.357; number 66, H, carries 0.318; number 67, H, carries 0.345; number 68, H, carries 0.300; number 69, H, carries 0.395; number 70, H, carries 0.283; number 71, H, carries 0.280; number 72, H, carries 0.356; number 73, H, carries 0.410; number 74, H, carries -0.706; number 75, H, carries 0.385; number 76, N, carries -0.515; number 77, C, carries 0.590; number 78, C, carries -0.116; number 79, C, carries -0.759; number 80, C, carries -0.511; number 81, C, carries -0.669; number 82, C, carries -0.420; number 83, H, carries 0.498; number 84, H, carries 0.307; number 85, H, carries 0.271; number 86, H, carries 0.396; number 87, H, carries 0.393; number 88, H, carries 0.393; number 89, H, carries 0.338

No. 3
Computed, not measured: 2 unconnected molecules or ions with the total composition C4H13N4O, with the ωB97M-V functional and the def2-TZVPD basis.

Geometry as XYZ:
```
22
Properties=species:S:1:pos:R:3
C -1.989 1.162 -1.651
C -1.960 0.308 -0.464
O -1.266 -0.722 -0.393
N -2.572 0.659 0.724
H -2.791 -0.168 1.252
H -3.248 1.403 0.772
H -1.111 1.282 -2.265
H -2.375 2.189 -1.507
H -2.817 0.730 -2.251
C 1.794 -0.369 -1.245
C 1.505 -0.678 1.029
N 2.777 -0.472 1.354
N 1.209 -1.237 -0.146
N 0.522 -0.333 1.903
H 3.490 -1.185 1.263
H 2.958 0.064 2.193
H 0.224 -1.479 -0.513
H -0.385 -0.396 1.473
H 0.644 -0.513 2.896
H 0.886 0.098 -1.746
H 2.509 -0.977 -1.806
H 1.997 0.634 -0.875
```

LUMO level (Eh): -0.1023
Relative energy (zero: lowest compared OMol25 entry of this formula, charge and spin) (kcal/mol): 46.5
E (eV): -12360.87013
Net charge: +1
HOMO energy (eV): -14.08

For each atom in turn, the natural (NBO) charge in e is: number 1, C, carries -0.737; number 2, C, carries 0.708; number 3, O, carries -0.710; number 4, N, carries -0.805; number 5, H, carries 0.405; number 6, H, carries 0.408; number 7, H, carries 0.256; number 8, H, carries 0.248; number 9, H, carries 0.274; number 10, C, carries -0.448; number 11, C, carries 0.691; number 12, N, carries -0.774; number 13, N, carries -0.602; number 14, N, carries -0.772; number 15, H, carries 0.432; number 16, H, carries 0.410; number 17, H, carries 0.484; number 18, H, carries 0.429; number 19, H, carries 0.421; number 20, H, carries 0.216; number 21, H, carries 0.241; number 22, H, carries 0.222